<one>
DFT (the ωB97M-V functional and the def2-TZVPD basis) results for a structure of composition C22H28N6O3.

LUMO = -1.8 eV

The geometry in XYZ format:
```
59
C22H28N6O3 | the Open Molecules 2025 dataset | the ωB97M-V functional and the def2-TZVPD basis
C -6.442 -0.455 -2.616
O -6.155 -1.119 -1.478
C -5.677 -0.164 -0.485
C -5.592 -1.093 0.798
H -5.254 -0.573 1.455
C -4.730 -2.316 0.688
N -3.437 -1.913 0.455
C -2.323 -1.822 1.022
O -2.426 -2.287 2.168
C -0.991 -1.325 0.590
C 0.088 -1.457 1.193
C 1.365 -1.193 0.687
C 1.876 -0.273 0.023
N 3.001 0.051 -0.561
C 3.836 -1.030 -0.680
N 3.635 -2.110 0.433
C 4.714 -3.182 0.487
C 5.776 -3.014 -0.221
C 6.085 -1.800 -1.291
C 4.992 -0.900 -1.247
C 5.089 0.191 -2.408
H 4.178 0.279 -2.854
H 5.084 1.250 -1.716
H 6.003 0.193 -2.702
H 6.874 -1.696 -2.070
H 6.658 -3.691 -0.197
H 4.462 -3.983 1.146
C 2.505 -2.126 0.989
O 2.285 -3.325 1.815
N 1.188 1.014 0.287
C 1.475 2.283 -0.698
H 2.098 1.799 -1.561
H 0.556 2.559 -1.071
C 2.100 3.176 0.135
N 1.292 3.652 1.297
C 0.229 4.748 0.989
H 0.574 5.432 0.248
H -0.293 4.893 2.140
H -0.584 4.091 0.344
C 0.888 2.700 2.206
C 0.404 1.342 1.499
H 0.054 0.648 2.251
H -0.758 1.695 1.007
H 0.307 2.745 2.958
H 1.837 2.258 2.462
H 2.458 4.101 -0.500
H 3.167 2.839 0.582
H 0.208 -2.569 1.978
C -1.104 -0.337 -0.610
N -1.421 0.311 -1.379
H -3.189 -1.340 -0.677
H -4.560 -2.744 1.519
H -4.867 -2.823 -0.249
H -6.545 -1.548 1.230
H -6.443 0.490 -0.167
H -4.843 0.307 -0.558
H -5.575 -0.087 -3.139
H -6.931 -1.198 -3.350
H -7.205 0.447 -2.595
```

<two>
DFT (the ωB97M-V functional and the def2-TZVPD basis) results for an isolated molecule of C22H28N6O3.

SMILES = CCCc1cc(N2CCC[C@@H](C(=O)Nc3c(OC)cccc3OC)C2)n2ncnc2n1
LUMO = 0.5 eV

The geometry in XYZ format:
```
59
C22H28N6O3 | the Open Molecules 2025 dataset | the ωB97M-V functional and the def2-TZVPD basis
C 4.290 1.856 -1.629
C 3.356 0.736 -2.067
C 1.917 1.217 -2.253
C 1.172 1.427 -0.965
C -0.226 1.511 -0.998
C -0.961 1.655 0.175
N -2.317 1.704 0.251
C -3.144 1.717 -0.935
C -3.555 0.304 -1.360
C -4.164 -0.463 -0.180
C -3.425 -0.301 1.161
C -2.199 -1.195 1.383
O -2.093 -1.883 2.371
N -1.256 -1.085 0.411
C 0.056 -1.583 0.403
C 0.565 -2.024 -0.825
O -0.318 -1.945 -1.880
C 0.103 -2.436 -3.128
C 1.868 -2.483 -0.914
C 2.661 -2.483 0.221
C 2.187 -2.015 1.429
C 0.882 -1.538 1.534
O 0.351 -0.991 2.650
C 1.083 -1.062 3.851
C -3.035 1.173 1.390
N -0.210 1.797 1.295
N -0.590 2.040 2.559
C 0.548 2.083 3.218
N 1.649 1.889 2.489
C 1.189 1.708 1.263
N 1.866 1.505 0.150
H 5.305 1.480 -1.523
H 3.963 2.249 -0.672
H 4.297 2.661 -2.361
H 3.365 -0.056 -1.318
H 3.709 0.320 -3.015
H 1.356 0.494 -2.851
H 1.916 2.161 -2.806
H -0.725 1.401 -1.945
H -4.044 2.289 -0.685
H -2.632 2.240 -1.743
H -2.698 -0.225 -1.782
H -4.299 0.375 -2.156
H -5.182 -0.092 -0.031
H -4.238 -1.523 -0.429
H -4.117 -0.584 1.961
H -1.553 -0.778 -0.502
H 0.354 -3.500 -3.075
H -0.743 -2.300 -3.801
H 0.965 -1.880 -3.511
H 2.274 -2.835 -1.848
H 3.677 -2.840 0.153
H 2.843 -1.994 2.282
H 1.346 -2.096 4.093
H 0.417 -0.670 4.617
H 1.986 -0.445 3.800
H -3.945 1.770 1.517
H -2.426 1.271 2.290
H 0.578 2.272 4.272
```

Quick one: most stable of them? <two>

<one>
DFT (the ωB97M-V functional and the def2-TZVPD basis) results for an isolated molecule of C3H2OS.

SMILES = C#CC(=O)S
LUMO = -0.2 eV

The geometry in XYZ format:
```
7
C3H2OS | the Open Molecules 2025 dataset | the ωB97M-V functional and the def2-TZVPD basis
C -1.236 1.776 -0.920
C -0.811 0.878 -0.322
C -0.242 -0.149 0.405
O -0.740 -0.683 1.406
S 1.227 -0.665 -0.338
H -1.320 2.720 -1.432
H 1.335 -1.641 0.614
```

<two>
DFT (the ωB97M-V functional and the def2-TZVPD basis) results for an isolated molecule of C3H2OS.

LUMO (alpha / beta) = -1.4 / -1.4 eV

The geometry in XYZ format:
```
7
C3H2OS | the Open Molecules 2025 dataset | the ωB97M-V functional and the def2-TZVPD basis
C -0.085 -0.014 -0.046
C -1.390 -0.746 -0.160
C -2.570 -1.407 -0.261
O -4.156 -2.993 0.897
S -3.947 -2.260 -0.356
H 0.444 -0.093 0.879
H 0.281 0.535 -0.885
```

Quick one: most stable of them? <one>

<one>
DFT (the ωB97M-V functional and the def2-TZVPD basis) results for a cluster of 9 separate species, C20H59NO9 in total.

SMILES = COC[C@H](C)N.CC(C)O.CC(C)O.CC(C)O.CC(C)O.CO.CO.CO.CO
LUMO = 0.1 eV

The geometry in XYZ format:
```
89
C20H59NO9 | the Open Molecules 2025 dataset | the ωB97M-V functional and the def2-TZVPD basis
C -0.998 0.332 -3.042
O -1.972 1.321 -2.839
C -3.160 0.749 -2.324
C -4.257 1.810 -2.157
C -5.609 1.152 -1.839
N -4.382 2.565 -3.430
H -1.141 -0.194 -3.997
H -0.897 -0.443 -2.276
H -0.027 0.821 -3.161
H -3.573 -0.017 -2.996
H -2.912 0.230 -1.388
H -4.124 2.551 -1.367
H -6.090 0.845 -2.769
H -6.262 1.862 -1.337
H -5.461 0.296 -1.178
H -4.767 1.893 -4.093
H -3.435 2.732 -3.763
C -3.655 -3.254 -0.362
C -4.219 -3.762 -1.675
C -5.712 -3.527 -1.825
O -3.609 -3.014 -2.737
H -4.071 -2.293 -0.050
H -2.569 -3.145 -0.380
H -3.867 -3.923 0.478
H -4.070 -4.820 -1.911
H -6.018 -2.482 -1.775
H -6.233 -4.022 -0.992
H -6.168 -3.996 -2.696
H -2.653 -3.111 -2.629
C 2.013 4.191 -1.159
C 1.758 5.680 -1.417
C 2.390 6.581 -0.354
O 2.416 6.085 -2.641
H 1.683 3.949 -0.148
H 3.077 3.948 -1.217
H 1.576 3.562 -1.936
H 0.699 5.900 -1.568
H 2.150 6.148 0.616
H 1.966 7.577 -0.479
H 3.453 6.684 -0.558
H 1.925 5.751 -3.399
C 5.050 0.021 0.231
C 4.513 1.032 1.223
C 5.216 2.387 1.172
O 3.106 1.303 1.143
H 5.078 0.430 -0.787
H 4.466 -0.889 0.090
H 6.073 -0.234 0.507
H 4.619 0.561 2.215
H 6.297 2.284 1.154
H 4.802 3.057 1.920
H 4.907 2.796 0.203
H 2.633 0.459 1.105
C -0.150 1.107 1.079
C -0.243 -0.188 1.878
C -0.750 -1.395 1.086
O 1.045 -0.506 2.421
H -1.111 1.588 0.912
H 0.309 0.900 0.105
H 0.519 1.834 1.545
H -0.936 0.027 2.700
H -1.477 -1.076 0.330
H -1.307 -2.119 1.680
H 0.079 -1.874 0.566
H 0.997 -1.352 2.878
C 2.452 -3.800 1.157
O 2.267 -5.064 0.511
H 2.418 -3.081 0.347
H 1.633 -3.623 1.858
H 3.360 -3.808 1.761
H 2.171 -5.771 1.152
C 0.960 -2.674 5.359
O 0.268 -3.003 4.154
H 1.768 -1.953 5.250
H 0.218 -2.145 5.967
H 1.353 -3.533 5.902
H -0.471 -3.583 4.345
C 2.133 2.401 4.246
O 2.186 3.206 3.100
H 1.676 2.968 5.057
H 1.456 1.543 4.105
H 3.064 1.924 4.569
H 2.662 2.732 2.399
C 0.424 -4.339 -2.004
O -0.680 -4.247 -2.890
H 0.772 -5.369 -1.922
H 1.285 -3.701 -2.212
H 0.071 -4.076 -1.008
H -0.370 -4.369 -3.793
```

<two>
DFT (the ωB97M-V functional and the def2-TZVPD basis) results for a cluster of 9 separate species, C20H59NO9 in total.

SMILES = COC[C@H](C)N.CCO.CCO.CCO.CCO.CCO.CCO.CCO.CCO
LUMO = 0.4 eV

The geometry in XYZ format:
```
89
C20H59NO9 | the Open Molecules 2025 dataset | the ωB97M-V functional and the def2-TZVPD basis
C -4.665 -8.968 -2.184
O -4.123 -8.243 -1.028
C -3.965 -6.831 -1.243
C -2.936 -6.432 -0.195
C -3.250 -6.668 1.269
N -2.516 -5.046 -0.285
H -4.774 -10.035 -1.987
H -4.056 -8.962 -3.088
H -5.672 -8.628 -2.425
H -3.811 -6.521 -2.277
H -4.842 -6.235 -0.990
H -2.053 -7.022 -0.442
H -4.107 -6.106 1.641
H -2.507 -6.187 1.905
H -3.211 -7.717 1.562
H -1.768 -5.025 0.394
H -2.148 -4.866 -1.208
C 2.968 1.167 0.648
C 1.587 1.323 1.160
O 1.537 2.442 2.003
H 3.624 0.772 1.423
H 3.230 2.135 0.220
H 3.016 0.432 -0.155
H 1.269 0.420 1.679
H 1.049 1.650 0.269
H 1.645 3.157 1.371
C -4.089 -0.745 4.818
C -5.536 -0.995 4.548
O -5.864 -1.975 5.382
H -3.892 -0.433 5.843
H -3.751 0.153 4.301
H -3.450 -1.613 4.661
H -5.684 -1.171 3.483
H -6.146 -0.101 4.680
H -6.493 -2.546 4.935
C 6.613 0.928 -4.862
C 7.002 -0.516 -5.154
O 5.918 -1.309 -5.628
H 6.088 1.488 -5.636
H 7.451 1.498 -4.461
H 6.044 1.032 -3.938
H 7.373 -0.872 -4.192
H 7.675 -0.466 -6.010
H 6.307 -2.109 -5.988
C -1.221 -0.515 -4.916
C -0.460 -1.722 -5.416
O -1.238 -2.864 -5.385
H -1.674 -0.948 -4.024
H -1.922 -0.162 -5.673
H -0.508 0.267 -4.657
H 0.458 -1.891 -4.852
H -0.267 -1.396 -6.438
H -0.764 -3.574 -5.824
C -4.250 4.270 0.730
C -5.212 5.199 1.437
O -5.729 4.627 2.573
H -4.434 3.200 0.827
H -3.250 4.476 1.112
H -4.095 4.458 -0.332
H -6.055 5.468 0.799
H -4.817 6.164 1.754
H -6.300 3.917 2.270
C 2.968 -7.128 3.457
C 3.582 -5.750 3.368
O 3.030 -5.031 2.246
H 3.199 -7.689 2.552
H 1.888 -7.074 3.600
H 3.404 -7.673 4.294
H 4.657 -5.833 3.205
H 3.378 -5.145 4.252
H 3.374 -5.398 1.429
C 4.369 6.891 -2.443
C 2.813 6.747 -2.629
O 2.182 6.538 -1.394
H 4.836 6.868 -3.428
H 4.951 6.249 -1.782
H 4.605 7.896 -2.094
H 2.737 5.918 -3.332
H 2.312 7.568 -3.142
H 2.083 7.354 -0.899
C 2.516 8.715 4.263
C 1.184 8.905 3.499
O 1.461 9.735 2.370
H 2.126 8.091 5.067
H 2.792 9.668 4.715
H 3.438 8.300 3.855
H 0.501 9.421 4.174
H 0.581 8.020 3.292
H 1.683 10.609 2.700
```

Quick one: most stable of them? <one>